No. 1
Density functional theory data (ωB97M-V/def2-TZVPD) for C2Cl2F2 as an isolated structure in a non-equilibrium geometry.

Geometry (Å):
Cl  -1.9066  1.0363  -1.0313
C  -1.0720  -0.0590  -0.1253
F  1.5873  -1.0832  0.5735
Cl  -1.9051  -0.7572  1.0119
F  1.9109  0.6219  -0.8054
C  1.3855  0.2413  0.3764

- charge = 0
- highest occupied orbital energy (eV) = -9.063
- LUMO level (eV) = -1.16
- HOMO-LUMO gap (eV) = 7.90
- energy above the lowest of the compared OMol25 structures with the same formula, charge and spin (kcal per mole) = 101.4
- E (eV) = -32548.290
- 2S+1 = 1


No. 2
Density functional theory data (ωB97M-V/def2-TZVPD) for one molecule with the formula C4H5NO.

Geometry (Å):
H  0.0948  1.5696  -1.7473
C  -0.0202  -0.5246  1.1284
H  1.9939  0.1825  -1.6142
H  0.0782  -1.0662  2.0643
H  2.0700  -0.8719  0.5916
O  -0.0448  0.6595  -1.4606
C  1.1272  0.1555  -0.9554
C  -1.2230  -0.0474  0.8578
H  -2.9924  -0.1107  0.1765
N  -2.3306  0.4552  0.7074
C  1.1437  -0.4229  0.2460

- charge = 0
- highest occupied orbital energy (eV) = -7.941
- LUMO level (eV) = 0.84
- HOMO-LUMO gap (eV) = 8.79
- energy above the lowest of the compared OMol25 structures with the same formula, charge and spin (kcal per mole) = 46.4
- E (eV) = -7764.512
- 2S+1 = 1
- structure (SMILES) = N=C=C/C=C\O


No. 3
Density functional theory data (ωB97M-V/def2-TZVPD) for C29H32EuNO4S as an isolated structure in a non-equilibrium geometry.

Geometry (Å):
C  2.4572  0.7758  0.6973
C  -4.4405  2.7797  3.6548
O  -2.1374  4.7438  -2.1697
C  4.3064  -6.5064  -1.8776
H  5.9249  -7.3863  -3.0476
H  -5.0483  1.7788  -0.9934
H  2.9316  0.2757  1.5265
H  -4.5463  2.9348  4.7305
O  2.8062  -2.2163  0.6423
H  -3.4222  4.4057  0.8162
C  -4.1880  2.3746  0.8898
H  4.7017  -3.6227  -0.1237
H  0.0649  4.7921  -2.4957
C  0.1797  3.3243  -0.8838
C  1.7229  1.2863  -1.4495
H  -1.1515  -2.6991  0.8303
C  -3.9317  3.8006  2.8424
H  -2.8220  -0.6007  0.7149
H  -4.3547  3.8884  -1.7170
H  -3.6319  4.7615  3.2688
H  -0.5469  5.2224  -0.0829
C  -4.6927  1.3583  1.7098
C  1.6369  1.9248  0.7989
C  2.8184  -4.2900  -0.9361
C  4.9161  -5.4643  -1.1723
C  2.5206  0.3824  -0.6747
C  -4.8195  1.5539  3.0877
H  0.6545  3.1832  -3.0027
C  -0.0885  -0.0358  2.5789
H  4.4919  -8.4209  -2.8898
O  0.8998  -3.9089  0.7393
H  5.6107  -8.2152  -1.5282
C  0.1151  4.3914  0.2189
C  -1.3332  0.4118  2.0644
H  1.1275  4.7918  0.3817
C  -1.0482  -1.7915  1.4106
C  -4.0699  2.1029  -0.6016
H  1.7236  4.2527  -2.0479
H  -1.7391  1.4056  2.1874
C  0.6788  3.9301  -2.1969
C  1.1574  2.2550  -0.5192
H  6.0018  -5.5455  -1.0041
H  1.3639  2.4721  1.7031
H  0.9912  -1.9552  2.3924
N  -3.6337  3.2643  -1.3712
H  2.4508  -7.2339  -2.6504
C  2.9266  -6.4096  -2.0930
H  -5.2178  0.7450  3.7081
H  -1.6115  2.3523  -0.0907
Eu  -0.0072  -0.2049  -0.3332
C  -1.2541  2.7201  -1.0692
C  -3.8054  3.6013  1.4566
C  -1.9448  -0.6678  1.3466
C  5.1215  -7.6970  -2.3641
H  2.9747  -0.5119  -1.0588
H  1.3489  1.1298  -2.4702
O  1.0299  -2.2164  -0.9723
H  1.1196  -5.3214  -1.7751
C  2.1870  -5.3241  -1.6096
H  -3.3720  1.2558  -0.7689
C  0.1072  -1.3838  2.1678
S  1.8196  -3.0932  -0.0188
C  -2.3483  3.6762  -1.5983
H  -0.2588  3.9807  1.1677
H  0.6139  0.5432  3.1639
C  4.1767  -4.3762  -0.6938
H  -1.2400  1.8638  -1.7894
H  -4.9742  0.4062  1.2439

- charge = 0
- expectation value of S² = 12.108
- highest occupied orbital energy (alpha / beta) (eV) = -8.229 / -8.109
- LUMO level (alpha / beta) (eV) = -1.56 / -0.72
- HOMO-LUMO gap (alpha / beta) (eV) = 6.67 / 7.39
- E (eV) = -70436.645
- 2S+1 = 7


No. 4
Density functional theory data (ωB97M-V/def2-TZVPD) for C20H46O28S6 as an isolated structure in a non-equilibrium geometry.

Geometry (Å):
H  8.1736  7.2489  21.2206
O  6.7960  5.9023  21.7966
O  7.9705  9.7199  25.1777
H  15.2657  13.2856  22.4889
O  8.8514  4.6527  21.1875
H  14.2007  6.0965  19.8153
H  6.7001  8.0132  21.7288
H  11.9045  11.4818  21.5194
H  15.3438  13.3809  19.7556
H  10.7209  10.5936  22.6057
C  14.8221  5.3275  17.8454
S  8.6794  6.9818  18.1044
H  8.8074  12.3773  14.0923
O  7.2422  3.6772  22.7700
H  12.9540  7.8787  23.6024
H  7.7044  10.6404  16.3004
S  7.4256  11.9152  22.4012
C  8.7943  12.2557  15.1798
O  11.4569  10.6264  14.1630
C  14.5031  7.7505  16.7669
C  14.5305  7.7219  18.2776
H  9.0532  14.7554  22.5362
O  8.0270  10.6428  22.0467
H  8.2283  13.0812  15.5933
O  15.5917  5.9343  22.9734
O  7.4322  9.3215  27.5394
H  11.4250  9.8141  27.6214
C  8.5305  13.4602  20.7580
O  8.4559  12.9482  23.0724
H  14.7480  7.3623  21.7700
H  13.5617  7.9735  16.2661
H  13.4399  6.3913  24.3688
O  9.0395  11.1830  26.8836
H  13.2743  9.8731  21.8958
O  12.5259  6.3238  22.4711
H  15.4345  8.1413  18.7129
H  10.3360  7.7686  15.2493
O  8.5071  5.7642  23.4270
H  14.2964  4.3769  17.7530
H  15.4492  7.8174  23.4107
H  13.0202  6.2766  18.5771
O  8.2173  8.0102  18.9801
H  13.7171  8.4149  18.5229
H  11.5634  9.4225  25.8782
C  10.9475  6.5718  17.0111
O  11.3309  10.0325  16.5610
H  10.2381  13.5817  22.2248
O  15.2120  10.4604  20.6789
H  8.9276  7.7382  23.4481
S  7.8992  4.8341  22.2481
O  12.4419  9.7405  22.3605
S  10.7366  10.6566  15.4038
H  11.8353  7.1921  17.0219
C  9.9255  7.0330  15.9324
H  10.2436  8.9491  20.9726
O  9.2666  9.9246  15.1463
C  11.3994  10.5369  21.7503
H  11.3951  8.7325  19.1329
O  7.3438  12.7359  21.0401
O  10.1244  12.1258  15.6756
H  15.8144  5.0486  18.2033
H  15.4444  5.3465  22.2279
H  13.9966  12.8606  21.4371
S  14.9236  6.0235  16.1962
O  11.6779  9.5245  19.6013
C  10.3762  11.2005  26.3492
H  7.4096  7.2970  24.2277
C  8.2262  10.8519  15.3614
H  15.2634  8.3649  16.2859
H  9.1698  12.7921  20.1802
C  15.0771  12.7268  21.5603
C  10.7230  9.8619  20.5955
H  14.9094  10.8901  22.6192
O  8.8459  7.6345  16.6286
H  16.5616  11.2967  22.0645
O  16.2778  6.0058  15.7064
O  6.1876  11.9723  23.1004
O  15.8513  13.3939  20.5741
C  14.8070  7.1443  22.8395
O  9.8087  8.9330  26.7001
C  7.3647  7.1864  21.9531
H  9.5653  6.1923  15.3407
C  8.0216  7.1471  23.3420
H  10.9738  5.4860  16.9706
C  13.4229  6.9062  23.4125
H  12.1819  7.0039  21.8858
C  10.9211  9.8374  26.6545
H  10.3417  11.4114  25.2782
S  8.3886  9.7299  26.5535
H  9.9245  10.4536  20.1357
H  10.8521  12.0214  26.8781
O  13.8266  5.4259  15.4575
C  14.0976  6.3265  18.7578
H  7.4332  10.6576  14.6341
O  10.2907  6.8040  18.2859
C  15.5017  11.3091  21.8061
H  8.4284  14.4151  20.2498
C  9.1592  13.7419  22.1346
O  8.1224  5.6700  17.9799
H  15.5828  10.8683  19.8885

- charge = 0
- highest occupied orbital energy (eV) = -9.795
- LUMO level (eV) = -0.42
- HOMO-LUMO gap (eV) = 9.38
- energy above the lowest of the compared OMol25 structures with the same formula, charge and spin (kcal per mole) = 0.0
- E (eV) = -143819.264
- 2S+1 = 1